Record 1
16
Properties=species:S:1:pos:R:3:forces:R:3 method="wB97M-V/def2-TZVPD" lumo_ev=0.82 mol_weight_g_mol=112.13 homo_lumo_gap_ev=8.631 total_charge=0 homo_ev=-7.81 smiles=C#CC1(O)[C@H](N)[C@H]1N
C 0.06674 1.12942 2.61236 -0.9 -1.1 -2.8
C -0.30710 0.67901 1.54706 1.5 -0.3 0.2
C -0.47059 0.06889 0.22123 1.7 -0.6 0.5
O -1.75645 -0.14234 -0.09420 -1.8 0.0 -2.4
C 0.45499 0.42954 -0.93414 0.6 1.6 -0.3
N -0.29483 0.69650 -2.18426 0.8 -0.6 -0.5
C 0.56767 -0.97493 -0.46813 -1.7 1.2 1.8
N 1.58460 -1.62929 0.22852 -0.1 -2.0 1.0
H 0.50185 1.66016 3.37593 0.4 0.7 1.5
H -1.71976 -0.03894 -1.10096 -0.7 0.0 1.2
H 1.29231 1.10654 -0.67422 -0.5 -0.3 -0.3
H -0.00883 0.08872 -3.01240 -0.4 1.6 1.6
H -0.43448 1.71390 -2.39618 0.5 -1.7 0.2
H 0.10832 -1.60526 -1.14277 -1.7 -1.4 -1.1
H 1.22943 -2.34063 0.99747 1.0 2.5 -2.0
H 2.18416 -0.90789 0.52663 1.2 0.2 1.4

***

Record 2
85
Properties=species:S:1:pos:R:3:forces:R:3 method="wB97M-V/def2-TZVPD" lumo_ev=-1.04 mol_weight_g_mol=608.74 homo_lumo_gap_ev=5.337 total_charge=0 homo_ev=-6.37
C -6.24179 0.47861 -4.19227 0.6 0.5 -0.2
O -5.25180 1.50395 -4.42196 -0.7 -0.6 -0.5
C -3.93151 1.18189 -4.39103 0.7 -0.2 0.5
C -3.03972 2.23364 -4.71108 -0.8 -0.6 0.3
C -1.72941 2.15214 -4.31122 0.4 -0.6 0.4
C -1.24687 1.01270 -3.59064 -1.9 0.0 -0.3
C -0.01084 1.06948 -2.88695 1.4 -0.2 0.5
C 0.75700 -0.16158 -2.75893 0.0 -1.1 0.4
O 0.40844 -1.15852 -2.14766 0.4 0.7 -0.9
O 1.97133 -0.20168 -3.43979 0.5 0.4 0.5
C 2.78149 0.98777 -3.36273 -0.9 0.1 -1.0
C 3.28529 1.16845 -1.94635 0.2 0.1 0.0
C 3.88386 0.90412 -4.41617 -0.2 -0.1 0.3
O 1.98182 2.14450 -3.73701 0.4 -0.4 0.8
C 0.78862 2.28476 -3.05433 0.0 1.1 -0.1
O 0.46135 3.40303 -2.68483 0.4 -1.1 -0.5
C -2.09074 -0.13805 -3.53521 0.5 0.7 -0.1
C -3.41652 -0.05793 -3.93442 -0.5 0.7 -0.4
H -7.18999 0.98311 -4.38860 0.1 -0.2 0.1
H -6.11671 -0.36601 -4.88690 0.0 0.2 0.2
H -6.20291 0.12999 -3.14991 0.0 0.0 -0.2
H -3.43432 3.13863 -5.17312 0.1 -0.2 0.1
H -1.06117 2.98729 -4.51530 -0.2 -0.2 0.2
H 2.42916 1.30588 -1.27305 0.3 -0.1 -0.2
H 3.87138 0.29438 -1.64290 -0.2 0.1 0.0
H 3.92905 2.05294 -1.91031 -0.2 -0.1 0.1
H 3.44749 0.84816 -5.41715 0.0 -0.1 0.2
H 4.51040 1.79621 -4.35338 -0.1 0.0 0.0
H 4.51353 0.02984 -4.23241 -0.1 0.0 0.0
H -1.67927 -1.07061 -3.13927 -0.3 0.4 0.0
H -4.06313 -0.93675 -3.87268 0.2 0.3 0.2
C 1.45416 -1.05314 5.82753 -0.2 -0.2 0.3
N 1.79331 -0.53167 4.52627 1.3 0.0 -0.1
C 3.09949 -0.43563 4.13580 0.4 -0.3 0.7
O 4.09108 -0.68541 4.82305 -1.2 0.4 -0.8
C 3.11347 0.03101 2.68877 0.0 0.7 0.1
C 3.89210 -0.89883 1.76463 0.2 -0.2 0.1
C 3.20975 -2.24384 1.68805 0.2 -0.3 -0.3
C 3.37201 -3.15006 2.74120 -0.1 0.0 0.0
C 2.66383 -4.35168 2.75213 0.0 0.1 -0.1
C 1.81928 -4.66978 1.68264 0.0 0.1 0.0
C 1.69765 -3.78995 0.60183 0.1 0.0 0.0
C 2.40334 -2.58482 0.59674 -0.1 0.0 0.3
N 1.69802 0.10555 2.35585 -0.3 0.3 -0.2
C 1.29014 0.59574 1.16740 -1.0 -0.1 0.1
C -0.00113 0.54006 0.64749 0.6 -0.7 0.4
C -0.45010 1.36482 -0.39495 0.3 1.3 -0.6
C -1.87277 1.58145 -0.62513 -0.3 -0.2 -0.1
C -2.35366 2.78541 -1.19193 0.4 -0.2 0.0
C -3.70857 2.96314 -1.42323 -0.1 -0.2 0.1
C -4.62307 1.97172 -1.05551 0.2 0.0 0.0
C -4.16339 0.77752 -0.49867 0.1 -0.1 0.0
C -2.80061 0.56570 -0.31109 0.1 0.2 -0.1
C 0.82255 -0.31596 3.46839 -0.3 -0.1 -0.2
C 0.02770 -1.60962 3.17381 0.3 0.1 -0.1
C -1.23558 -1.51423 4.02713 -0.3 -0.4 0.1
C -1.39134 -0.04523 4.48465 -0.5 0.1 0.3
C -0.22496 0.75297 3.90458 0.4 -0.2 -0.4
H 2.30426 -0.91229 6.50377 -0.2 0.0 -0.3
H 0.58654 -0.52022 6.22224 0.1 -0.1 0.0
H 1.22124 -2.12880 5.79413 0.1 0.2 -0.1
H 3.54430 1.04733 2.66964 0.0 -0.3 0.0
H 3.97833 -0.43380 0.77542 0.0 -0.1 0.1
H 4.89866 -0.99813 2.19188 -0.1 0.0 -0.2
H 4.06109 -2.89593 3.55315 -0.3 -0.1 -0.2
H 2.78020 -5.03100 3.59983 0.0 0.1 -0.3
H 1.26757 -5.61171 1.68641 0.1 0.3 0.0
H 1.05358 -4.02650 -0.24773 0.2 0.0 0.3
H 2.31476 -1.89710 -0.25103 -0.1 -0.3 0.3
H 2.06307 1.12579 0.61344 -0.1 -0.1 0.2
H -0.72261 -0.13675 1.10968 0.3 0.4 -0.1
H 0.22878 2.15251 -0.73192 -0.5 -0.1 0.4
H -1.63243 3.55933 -1.47465 -0.3 -0.3 0.1
H -4.06086 3.86855 -1.91532 0.1 -0.2 0.2
H -5.68759 2.12911 -1.22305 0.2 -0.1 0.0
H -4.86239 -0.01461 -0.23285 0.1 0.2 -0.1
H -2.42556 -0.40679 0.03171 -0.3 0.4 -0.1
H -0.19357 -1.65902 2.10187 0.1 -0.1 0.3
H 0.64814 -2.48408 3.40911 -0.2 0.2 -0.1
H -2.11574 -1.84074 3.45947 0.2 0.0 0.2
H -1.15078 -2.17471 4.90083 -0.1 0.1 -0.2
H -2.35526 0.36188 4.15154 0.3 0.0 0.1
H -1.38227 0.00862 5.58151 -0.1 0.0 -0.3
H 0.23587 1.44565 4.62173 -0.1 -0.1 -0.2
H -0.53360 1.31784 3.01927 0.0 0.0 0.2

***

Record 3
15
Properties=species:S:1:pos:R:3:forces:R:3 method="wB97M-V/def2-TZVPD" lumo_ev=0.83 mol_weight_g_mol=113.12 homo_lumo_gap_ev=8.741 total_charge=0 homo_ev=-7.91 smiles="C1=NN[C@@H]2C[C@H]2ON1"
C -1.91167 0.00960 -0.16937 -2.9 1.7 2.9
N -1.52253 1.24850 0.01264 3.8 0.5 -2.1
N -0.06046 1.61619 0.02693 -2.8 3.7 -2.7
C 0.76873 0.64327 0.42404 1.3 -1.3 4.8
C 2.03139 -0.20945 -0.02373 -1.0 3.7 -4.6
C 0.68829 -0.57891 -0.25945 -2.2 -2.4 -2.4
O -0.00696 -1.72824 0.04751 -2.4 0.1 1.8
N -1.51065 -1.27047 0.21233 3.6 -1.5 -0.3
H -3.04640 0.26661 0.06303 1.7 -2.0 -1.0
H 0.29714 2.43042 -0.53930 -1.5 -1.4 0.8
H 0.64580 0.66541 1.52733 1.0 -1.2 -0.2
H 2.50391 -0.60275 0.72560 2.7 -1.9 4.4
H 2.64334 0.09783 -0.88574 -0.3 -0.3 0.5
H 0.34362 -0.35890 -1.23360 0.2 0.7 -1.5
H -1.86356 -2.22913 0.07177 -0.9 1.6 -0.4

***

Record 4
88
Properties=species:S:1:pos:R:3:forces:R:3 method="wB97M-V/def2-TZVPD" lumo_ev="-3.28 / -4.28" mol_weight_g_mol=790.79 s_squared=2.03 spin_multiplicity=3 homo_lumo_gap_ev="6.515 / 5.473" total_charge=+1 homo_ev="-9.79 / -9.76"
Au -0.17563 0.53553 -0.52770 -0.6 0.1 -0.2
C 1.32812 -1.86227 -0.45665 -0.8 -1.2 -1.5
C 0.21841 -2.35514 0.41618 0.4 2.4 2.3
C -0.69886 -1.61025 -1.56822 -0.9 0.2 2.2
C 0.72435 -1.46474 -1.69016 1.5 -1.0 2.1
C -1.03536 -1.93933 -0.21358 0.1 -1.7 -2.1
C 2.75776 -2.03971 -0.10220 0.7 -0.6 -0.3
H 3.05407 -1.86549 0.94556 -0.5 0.1 -0.3
H 3.46254 -1.48424 -0.72820 -0.3 0.1 0.0
H 2.96281 -3.09572 -0.28676 0.4 -0.2 0.0
C 1.40103 -1.35424 -3.00617 0.1 0.4 -0.2
H 2.46217 -1.56770 -2.94477 0.1 0.0 0.0
H 1.28658 -0.38358 -3.48120 0.1 0.1 0.0
H 0.93853 -2.07713 -3.67335 0.1 -0.2 -0.2
C -1.59184 -1.70377 -2.73832 -0.3 0.2 -0.4
H -1.32039 -2.63129 -3.23647 -0.1 -0.3 -0.2
H -1.46508 -0.90901 -3.47325 0.0 0.0 0.1
H -2.64551 -1.75044 -2.48636 0.0 0.1 0.1
C -2.36938 -2.32363 0.32965 -0.4 -0.3 -0.2
H -2.26049 -3.04343 1.14607 0.0 0.1 0.0
H -2.93784 -2.83561 -0.45345 -0.1 0.1 0.1
H -3.00140 -1.50397 0.68394 0.2 0.1 -0.1
C 0.34614 -2.96890 1.95223 0.1 -3.2 -0.6
H 0.33776 -4.03667 1.72515 -0.3 -0.6 0.4
H -0.50643 -2.68671 2.65597 1.1 -0.8 -1.1
H 1.36239 -2.83078 2.44012 -1.2 -0.2 -0.6
C 1.11278 2.08772 0.51941 2.0 -0.4 1.8
C 1.82708 1.12920 1.25723 -0.7 1.2 -0.6
C 1.56639 0.90615 2.72116 -0.2 0.0 1.1
C -0.12917 0.86684 3.20989 1.4 -0.3 0.1
C -1.06514 0.40631 2.13303 -2.0 1.1 -1.5
C -1.55132 1.31710 1.13404 -0.5 -0.1 0.8
C -1.22332 2.80310 1.23351 0.3 0.1 -0.1
C 0.29722 3.09064 1.30245 -0.4 0.3 -0.2
H 2.15242 1.51892 3.44946 -1.0 0.6 -0.9
H -0.38838 1.84967 3.67644 0.2 -0.9 -0.6
H 2.06344 -0.04106 2.99082 -0.6 0.5 -0.3
H 0.63125 3.15635 2.35022 0.0 -0.1 -0.6
H 1.56385 2.40455 -0.40966 0.0 0.0 -0.4
H 2.55265 0.44603 0.76179 -0.4 0.8 0.4
H 0.48663 4.06153 0.84327 -0.1 0.1 0.2
H -1.61943 3.35925 0.36991 -0.1 -0.4 0.2
H -2.60597 1.12824 0.85528 0.7 -0.1 -0.2
H -1.71357 3.21250 2.12621 0.0 0.1 -0.1
H -0.26390 0.05768 3.94119 0.6 0.7 0.2
H -1.71889 -0.51241 2.18072 0.7 1.3 0.9
P 3.95462 1.03014 -4.49669 -0.4 -0.3 0.0
C 5.18177 0.23619 -5.60979 -0.2 0.0 0.2
H 5.95268 0.98511 -5.79541 0.2 -0.2 -0.3
H 4.69414 -0.06434 -6.53997 0.2 0.0 0.1
H 5.60981 -0.64080 -5.12011 0.1 0.1 -0.2
C 3.55398 2.44662 -5.59477 0.1 -0.1 0.2
H 4.50317 2.85382 -5.94415 -0.1 0.3 -0.2
H 2.98048 3.20168 -5.05215 0.1 0.0 -0.1
H 2.96392 2.08896 -6.44297 0.1 0.1 0.1
C 5.16468 1.81841 -3.36538 -0.2 0.0 -0.2
H 5.88656 2.33604 -3.99730 0.2 0.2 0.3
H 5.66149 1.03867 -2.78325 0.0 0.1 0.0
H 4.66125 2.51071 -2.68685 0.2 0.0 0.0
P -4.33561 0.54638 -3.82770 0.3 -0.2 0.1
C -5.85515 -0.34893 -3.29799 0.2 0.1 -0.1
H -6.70355 0.14153 -3.78083 -0.2 -0.2 0.1
H -5.95684 -0.29944 -2.20973 -0.1 0.0 -0.1
H -5.80175 -1.40006 -3.59783 -0.1 0.2 0.0
C -4.86920 2.25911 -3.45672 0.1 -0.3 0.0
H -5.82713 2.40086 -3.95695 -0.1 0.4 0.2
H -4.12283 2.94414 -3.86299 -0.1 0.1 0.1
H -4.95382 2.40905 -2.37876 -0.1 0.1 -0.1
C -4.65361 0.61798 -5.63640 0.2 0.0 0.3
H -5.57437 1.18679 -5.77345 0.0 -0.1 -0.4
H -4.73777 -0.38799 -6.05434 0.0 0.2 0.0
H -3.81981 1.13883 -6.11356 -0.2 -0.1 -0.1
O 2.19012 1.33973 5.64803 0.5 -1.7 1.7
S 2.36605 0.00901 6.24708 0.2 -0.4 -2.7
O 3.46955 -0.44427 7.04015 -0.7 0.9 0.3
N 2.29247 -1.24465 4.66205 -2.5 0.4 1.1
C 1.08832 -1.53126 4.73566 3.8 -1.9 -2.8
S 0.51598 -1.00177 1.59184 0.9 2.0 -0.7
C 0.11611 -1.42116 5.71401 -0.9 1.5 1.6
C -1.25919 -1.73865 5.70874 1.5 0.3 0.8
C -1.98649 -1.33715 6.83677 0.3 0.2 0.0
C -1.38508 -0.57427 7.85060 0.1 -0.2 -0.4
C -0.02647 -0.18417 7.74093 -0.7 0.1 1.1
C 0.75259 -0.61266 6.70867 -2.1 -0.3 0.2
H -1.69111 -2.30283 4.88336 0.1 0.1 0.3
H -3.02934 -1.62227 6.90522 0.0 0.1 0.1
H -1.99331 -0.27277 8.72110 0.6 -0.1 -0.6
H 0.41367 0.42961 8.50741 -0.1 0.3 0.3